(1)
Formula: C20H25N5O4S2
Source: the OMol25 dataset
Level of theory: ωB97M-V/def2-TZVPD

The calculation puts the HOMO energy at -0.29338 Eh. The calculation puts the energy relative to the best compared isomer or geometry (same formula, charge and spin) at 34.50 kJ/mol. The net charge is 0. Its SMILES is CSCC[C@@H](NC(=O)c1ccccc1)C(=O)NNC(=O)c1csc(N2CCOCC2)n1.

Last column: natural (NBO) charge in e.
Element x y z (Å)
C  -3.12694  -2.34100  0.76980  -0.729
S  -2.86983  -1.56921  2.39103  0.151
C  -1.04554  -1.72482  2.55597  -0.521
C  -0.32681  -0.38341  2.55823  -0.417
C  -0.27553  0.28413  1.18738  -0.159
N  -1.60025  0.69478  0.76888  -0.614
C  -1.96639  0.76040  -0.52406  0.655
O  -1.14527  0.67037  -1.43414  -0.680
C  -3.42059  0.92429  -0.78337  -0.080
C  -3.90943  0.48143  -2.01006  -0.182
C  -5.25563  0.57939  -2.30506  -0.215
C  -6.12615  1.13336  -1.38093  -0.192
C  -5.64377  1.59598  -0.16725  -0.213
C  -4.29846  1.49258  0.13582  -0.199
C  0.71739  1.46212  1.21221  0.682
O  1.42761  1.71172  2.15865  -0.606
N  0.71002  2.17799  0.05915  -0.472
N  1.70229  3.12033  -0.16677  -0.446
C  3.03911  2.83117  -0.09892  0.656
O  3.86765  3.70912  -0.00370  -0.585
C  3.36558  1.39226  -0.20376  0.022
C  4.43160  0.81356  0.40698  -0.391
S  4.45337  -0.88535  0.10929  0.327
C  2.99214  -0.66972  -0.87451  0.298
N  2.45756  -1.69154  -1.57491  -0.427
C  2.66809  -3.06094  -1.17881  -0.245
C  1.57885  -3.46830  -0.16351  -0.079
O  0.40448  -2.69655  -0.33248  -0.544
C  0.13101  -2.42560  -1.69131  -0.087
C  1.20183  -1.48566  -2.27594  -0.256
N  2.56777  0.54524  -0.91841  -0.528
H  -4.18122  -2.23432  0.53490  0.233
H  -2.52631  -1.83344  0.02171  0.207
H  -2.86018  -3.39236  0.82570  0.220
H  -0.70521  -2.34944  1.73243  0.241
H  -0.87374  -2.23818  3.50161  0.226
H  -0.79975  0.29439  3.27244  0.213
H  0.70237  -0.53408  2.89005  0.246
H  0.11296  -0.42445  0.44056  0.249
H  -2.31280  0.66739  1.48517  0.425
H  -3.21384  0.06041  -2.72100  0.231
H  -5.62628  0.22677  -3.25593  0.218
H  -7.17871  1.21265  -1.60849  0.217
H  -6.31975  2.04151  0.54719  0.218
H  -3.93946  1.88190  1.07704  0.213
H  0.26808  1.76568  -0.76628  0.438
H  1.45832  4.08519  0.03413  0.397
H  5.17393  1.27682  1.02170  0.256
H  3.66050  -3.17924  -0.74429  0.223
H  2.60448  -3.67974  -2.07923  0.204
H  1.34436  -4.53785  -0.27089  0.173
H  1.90828  -3.27695  0.86041  0.194
H  0.07328  -3.36764  -2.25413  0.163
H  -0.84415  -1.93823  -1.71892  0.212
H  0.90347  -0.44509  -2.14924  0.265
H  1.34781  -1.69277  -3.34140  0.196

---

(2)
Formula: C3H10N
Source: the OMol25 dataset
Level of theory: ωB97M-V/def2-TZVPD

The calculation puts the HOMO energy (spin up / spin down) at -0.83260 / -0.81101 Eh. The expectation value of S² is 0.754. The calculation puts the energy relative to the best compared isomer or geometry (same formula, charge and spin) at 404.29 kJ/mol. Its spin multiplicity is 2. The net charge is +2.

Last column: Löwdin spin population.
Element x y z (Å)
C  -1.09201  -1.27579  -1.50255  0.429
H  -0.08499  -0.73178  -1.63066  0.148
H  -1.76264  -0.69745  -0.86701  0.006
H  -1.31490  -1.36503  -2.64169  0.144
H  -0.91394  -2.25082  -1.04889  0.011
C  1.61630  0.31246  0.90692  0.033
C  -0.69904  1.11481  1.13757  0.067
N  0.26912  0.63149  0.42302  0.123
H  1.84230  0.85171  1.83675  0.009
H  1.83053  -0.74859  1.04969  0.012
H  2.31820  0.62999  0.13284  0.005
H  -0.45697  1.53510  2.11601  0.006
H  -1.67591  1.19379  0.66968  0.004
H  0.12396  0.80011  -0.58167  0.004

---

(3)
Formula: C2HNO4
Source: the OMol25 dataset
Level of theory: ωB97M-V/def2-TZVPD

The calculation puts the HOMO energy (spin up / spin down) at -0.35808 / -0.35796 Eh. The calculation puts the energy relative to the best compared isomer or geometry (same formula, charge and spin) at 451.12 kJ/mol. The net charge is 0.

Last column: natural (NBO) charge in e.
Element x y z (Å)
C  0.19873  1.21674  -0.51198  0.278
C  -0.36762  -0.07081  -0.89583  0.634
N  0.15538  -1.04556  0.92048  0.398
O  1.33981  1.54339  -0.60269  -0.408
O  0.95470  -0.69781  1.76956  -0.367
O  -0.43926  -2.09869  0.90332  -0.364
O  -1.11665  -0.68704  -1.52977  -0.349
H  -0.72508  1.83979  -0.05310  0.178

---

(4)
Formula: C10H18AsBiF6NO8PS6
Source: the OMol25 dataset
Level of theory: ωB97M-V/def2-TZVPD

The calculation puts the HOMO energy at -0.11209 Eh. The calculation puts the energy relative to the best compared isomer or geometry (same formula, charge and spin) at 0.00 kJ/mol. The net charge is -2.

Last column: natural (NBO) charge in e.
Element x y z (Å)
Bi  -1.69552  1.70365  -0.15095  1.537
F  2.95322  1.77700  -3.77667  -0.334
C  2.23607  1.49479  -2.67289  0.718
F  1.04807  1.04280  -3.05813  -0.308
F  2.87024  0.55849  -1.99526  -0.295
S  2.10202  3.06203  -1.70083  2.264
O  1.23957  2.85305  -0.57711  -0.946
O  3.48112  3.36832  -1.47484  -0.937
N  1.45999  4.05403  -2.77048  -1.234
S  -0.09213  4.32421  -2.71086  2.260
O  -0.47631  5.47116  -1.93833  -0.932
O  -0.91888  3.14541  -2.60841  -0.955
C  -0.30309  4.85962  -4.46326  0.715
F  0.49612  5.88898  -4.76713  -0.323
F  -1.56705  5.25364  -4.65718  -0.322
F  -0.04393  3.86628  -5.31602  -0.318
S  -4.19811  2.99945  0.18306  -0.708
As  -4.54241  0.85687  0.18455  0.940
S  -2.98990  0.28407  1.64528  -0.643
S  -3.31115  0.35627  -1.61844  -0.619
S  -6.44392  0.03492  0.33321  -0.685
C  -1.41008  -2.91513  0.33121  -0.637
C  -0.06793  -3.05915  -0.37248  0.273
C  -0.18880  -2.73548  -1.85800  -0.639
C  0.48330  -4.46792  -0.18484  -0.609
O  0.93420  -2.21798  0.23100  -0.852
P  0.83039  -0.63840  0.54321  2.593
O  2.20526  -0.13612  0.71475  -1.142
O  -0.13581  -0.04471  -0.47166  -1.213
O  0.00933  -0.55583  1.93659  -0.859
C  0.60307  -0.68338  3.24561  0.280
C  1.56554  -1.86564  3.32092  -0.647
C  1.30514  0.62498  3.59113  -0.643
C  -0.58026  -0.91914  4.17282  -0.617
H  -2.14130  -3.58326  -0.13046  0.199
H  -1.79076  -1.89776  0.25812  0.256
H  -1.32017  -3.17186  1.38916  0.199
H  -0.84847  -3.46032  -2.34192  0.192
H  0.79569  -2.78333  -2.32835  0.204
H  -0.59638  -1.73672  -1.99694  0.256
H  -0.20608  -5.20432  -0.60385  0.194
H  0.61858  -4.67636  0.87803  0.204
H  1.45014  -4.56172  -0.68238  0.206
H  2.41472  -1.71376  2.65713  0.247
H  1.05538  -2.78704  3.03421  0.208
H  1.92297  -1.96778  4.34912  0.192
H  2.08656  0.82524  2.85993  0.259
H  1.74208  0.56743  4.59195  0.186
H  0.58410  1.44534  3.57309  0.208
H  -1.08653  -1.85018  3.91189  0.211
H  -1.30173  -0.10631  4.08338  0.226
H  -0.23615  -0.97844  5.20833  0.189